(1)
# C20H25N4NiO4S2

A molecular structure, C20H25N4NiO4S2 (wB97M-V/def2-TZVPD, the OMol25 dataset).

Properties
HOMO energy (spin up / spin down), eV: -4.85 / -4.85
Energy relative to the best compared isomer or geometry (same formula, charge and spin), kJ/mol: 0.00
2S+1: 1
Kohn-Sham gap (spin up / spin down), eV: 7.73 / 7.74
Electronic energy, eV: -98012.942
Charge: -1

XYZ file:
```
56
Properties=species:S:1:pos:R:3:forces:R:3
Ni 0.4140 0.1892 -0.0923 -0.07 0.12 0.09
O 2.3863 -2.2160 -3.1813 -0.01 -0.01 0.02
C 2.2931 -1.2731 -4.1295 0.00 0.02 -0.01
C 2.8531 -1.5754 -5.3755 0.00 0.00 0.00
C 2.7988 -0.6677 -6.4121 0.00 0.00 0.00
C 2.1832 0.5692 -6.2344 0.00 0.00 0.00
C 1.6309 0.8729 -5.0058 -0.01 0.00 -0.01
C 1.6720 -0.0274 -3.9392 -0.01 0.00 0.00
C 1.0761 0.3499 -2.6347 0.05 -0.01 -0.02
O 1.2155 -0.4774 -1.6438 0.04 -0.06 -0.05
N 0.4585 1.4910 -2.5316 -0.02 0.00 0.02
N 0.0183 1.6321 -1.2219 0.01 -0.07 -0.03
C -0.6138 2.7066 -0.9359 0.00 0.01 -0.01
C -1.1187 3.0199 0.3744 0.00 -0.01 0.00
C -1.8036 4.2311 0.5536 0.00 0.00 -0.01
C -2.3056 4.6088 1.7768 0.00 -0.01 0.01
C -2.1157 3.7505 2.8681 -0.01 0.02 -0.01
C -1.4463 2.5601 2.7249 0.01 -0.01 -0.01
C -0.9268 2.1455 1.4736 -0.01 0.05 0.00
O -0.3214 0.9994 1.4101 0.03 -0.07 0.05
H 1.9401 -1.8864 -2.3682 -0.01 0.01 0.00
H 3.3245 -2.5425 -5.4935 0.00 0.00 0.00
H 3.2392 -0.9236 -7.3687 0.00 0.00 0.00
H 2.1389 1.2842 -7.0455 0.00 0.00 0.00
H 1.1480 1.8252 -4.8340 0.00 0.00 0.00
H -0.7638 3.4200 -1.7437 0.00 0.01 0.00
H -1.9338 4.8756 -0.3097 0.00 0.00 0.00
H -2.8348 5.5450 1.8944 0.00 0.00 0.00
H -2.5028 4.0272 3.8422 0.00 0.00 0.00
H -1.2958 1.8940 3.5655 0.00 0.00 0.00
C -4.4271 -2.4482 0.6520 0.00 0.00 0.00
C -3.3775 -1.7870 1.5392 0.00 -0.01 0.02
C -4.0523 -1.1273 2.7389 0.00 0.00 0.00
C -2.3710 -2.8330 2.0324 0.00 0.01 0.00
N -2.7456 -0.6868 0.7960 0.00 0.04 -0.02
N -1.9982 -1.0347 -0.3558 -0.02 0.03 -0.06
H -4.9654 -3.2196 1.2070 0.00 0.00 0.00
H -3.9611 -2.9226 -0.2135 0.00 0.00 0.00
H -5.1428 -1.7038 0.2971 0.00 0.00 0.00
H -4.5603 -1.8719 3.3555 0.00 0.00 0.00
H -4.7778 -0.3847 2.4034 0.00 0.00 0.00
H -3.3101 -0.6208 3.3613 0.00 0.00 0.00
H -2.8755 -3.5987 2.6283 0.00 0.00 0.00
H -1.6022 -2.3613 2.6480 0.00 0.00 0.00
H -1.8699 -3.3363 1.2035 0.00 0.00 0.00
H -2.0938 -0.2013 1.4063 -0.01 -0.02 0.01
H -2.5975 -1.0339 -1.1693 -0.03 -0.03 0.02
H -1.5101 -1.9258 -0.2899 0.02 0.01 0.00
C 1.8999 -5.1727 1.2473 0.00 0.00 0.00
O 1.8475 -3.7820 1.5381 0.02 -0.02 0.01
C 1.1648 -2.9658 0.7082 -0.02 0.03 0.04
S 0.4025 -3.5566 -0.6486 0.03 0.02 -0.02
S 1.2006 -1.3727 1.3299 0.00 -0.04 -0.05
H 2.4902 -5.6066 2.0519 0.00 0.00 0.00
H 2.3729 -5.3509 0.2820 0.00 0.00 0.00
H 0.8992 -5.6045 1.2268 0.00 0.00 0.00
```
Forces are in eV/Å.

=====

(2)
# C20H25N5O2

A single C20H25N5O2 molecule (wB97M-V/def2-TZVPD, the OMol25 dataset).

Properties
HOMO energy, eV: -8.16
Energy relative to the best compared isomer or geometry (same formula, charge and spin), kJ/mol: 239.64
2S+1: 1
Kohn-Sham gap, eV: 7.84
Electronic energy, eV: -32691.185

XYZ file:
```
52
Properties=species:S:1:pos:R:3:forces:R:3
C -5.0219 0.2508 -3.8457 -0.03 0.02 -0.01
H -4.2507 0.5923 -4.5468 -0.01 0.00 -0.01
O -4.4864 -0.6406 -2.8974 -0.08 -0.08 0.10
C -3.3464 -0.1752 -2.2260 0.12 0.10 0.25
C -3.6398 0.9167 -1.1793 -0.33 -0.27 -0.20
N -2.4355 1.2910 -0.4803 -0.05 0.11 -0.37
C -2.1311 0.8299 0.7397 0.08 0.20 0.12
O -2.8540 0.1840 1.4648 -0.18 -0.24 0.21
C -0.6891 1.2077 1.1598 -0.29 -0.67 0.20
C -0.4893 2.6242 0.9783 0.18 0.33 0.15
N -0.3278 3.7479 0.8443 0.05 0.53 -0.04
C 0.2575 0.4506 0.2494 0.24 0.16 -0.42
N 0.2932 0.9423 -0.9590 0.09 -0.09 0.33
C 1.2093 0.5074 -1.8484 0.49 -0.37 0.17
C 1.2361 0.9978 -3.1634 0.18 -0.01 -0.20
C 2.2650 0.6361 -3.9909 -0.31 0.19 -0.09
C 3.2894 -0.2086 -3.5332 0.17 -0.16 0.19
C 3.2776 -0.7107 -2.2604 0.06 0.04 -0.21
C 2.2152 -0.3844 -1.3957 -0.54 0.36 -0.23
N 2.1260 -0.9428 -0.1798 -0.09 0.03 0.39
C 1.1099 -0.6520 0.6232 0.50 -0.14 -0.65
N 0.9827 -1.4423 1.7126 -0.05 -0.11 0.06
C -0.1099 -1.4791 2.6564 -0.35 0.29 0.41
C 0.2277 -0.8272 4.0039 -0.06 -0.33 -0.11
H -0.6069 -1.0212 4.6803 -0.07 0.07 0.00
C 1.5268 -1.3367 4.6312 0.01 0.34 -0.03
H 1.5007 -2.4231 4.7277 -0.02 -0.11 0.10
H 1.5873 -0.9232 5.6404 -0.01 -0.09 0.02
C 2.7714 -0.9039 3.8481 0.08 -0.24 0.05
C 3.1951 -1.8736 2.7407 -0.14 0.08 -0.04
H 3.7400 -2.7151 3.1718 0.07 -0.03 -0.01
C 2.0137 -2.4350 1.9425 0.52 -0.20 0.00
H 1.5610 -3.2692 2.4811 -0.06 0.08 -0.03
H 2.3702 -2.7943 0.9748 -0.08 -0.11 0.22
H 3.8684 -1.3500 2.0612 0.08 -0.07 -0.03
H 3.6116 -0.7933 4.5364 0.01 0.09 -0.03
H 2.5853 0.0805 3.4125 0.04 0.07 0.03
H 0.3144 0.2572 3.8949 -0.04 0.05 0.00
H -0.3403 -2.5354 2.8395 -0.03 0.10 -0.07
H -1.0126 -1.0395 2.2327 0.02 -0.06 0.00
H 4.0494 -1.3737 -1.9019 0.07 -0.07 0.04
H 4.0947 -0.4663 -4.2056 0.07 -0.03 -0.03
H 2.3012 1.0076 -5.0042 -0.02 0.04 -0.07
H 0.4500 1.6619 -3.4894 -0.06 0.10 -0.02
H -0.5479 0.9775 2.2149 -0.13 -0.06 -0.17
H -1.6634 1.6606 -1.0294 -0.14 -0.03 0.16
H -4.0552 1.8063 -1.6604 -0.04 -0.08 0.08
H -4.3521 0.5357 -0.4441 0.03 0.09 -0.12
H -2.9311 -1.0505 -1.7184 0.08 0.14 -0.01
H -2.6011 0.2025 -2.9452 -0.02 -0.06 0.04
H -5.7817 -0.3071 -4.3895 -0.01 0.10 -0.05
H -5.4885 1.1229 -3.3759 0.00 0.00 -0.04
```
Forces are in eV/Å.

=====

(3)
# C20H25N5O4

A molecular structure, C20H25N5O4 at a distorted geometry (wB97M-V/def2-TZVPD, the OMol25 dataset).

Properties
HOMO energy, eV: -6.61
Energy relative to the best compared isomer or geometry (same formula, charge and spin), kJ/mol: 367.48
2S+1: 1
Kohn-Sham gap, eV: 6.69
Electronic energy, eV: -36784.602

XYZ file:
```
54
Properties=species:S:1:pos:R:3:forces:R:3
C -5.9959 3.1248 -1.6540 0.23 -0.67 0.26
O -5.7106 1.9226 -0.9032 -0.06 0.25 -0.34
C -4.4529 1.4099 -0.9054 0.95 0.00 0.14
C -4.1636 0.4160 0.0634 -0.55 0.69 -0.47
C -2.8654 0.0066 0.2739 1.00 -0.06 -0.29
C -1.7718 0.5287 -0.4754 -1.37 1.03 -0.27
C -0.4037 0.2015 -0.1738 -0.83 3.57 -1.69
C 0.6172 1.0674 -0.4385 0.63 1.37 -0.23
C 1.9400 0.5105 -0.7642 0.15 -0.99 0.35
O 2.1533 -0.6996 -0.9115 -0.01 1.15 0.13
N 3.0143 1.3965 -0.9374 -0.55 0.70 0.04
C 4.3033 0.8296 -1.2574 0.26 -0.23 -0.12
C 2.9065 2.7935 -0.9459 0.03 0.28 -0.08
O 3.8684 3.5377 -1.1304 -1.01 -0.94 0.20
N 1.6254 3.3136 -0.7383 0.55 -0.89 0.11
C 1.5668 4.7565 -0.6877 0.06 0.46 0.11
C 0.4939 2.5527 -0.3609 -0.91 0.36 -0.27
O -0.5130 3.1484 0.0218 1.13 -0.56 -0.28
C -2.1252 1.3968 -1.5585 0.39 -0.53 0.51
C -3.4167 1.8425 -1.7710 -0.64 -0.13 0.37
H -7.0191 3.3707 -1.3678 0.16 0.07 -0.14
H -5.3171 3.9450 -1.3800 -0.11 -0.28 -0.02
H -5.9411 2.9352 -2.7345 -0.01 0.06 0.23
H -4.9852 0.0316 0.6647 0.18 0.13 -0.06
H -2.6398 -0.7160 1.0611 -0.13 0.20 -0.13
H -0.1089 -0.8323 0.4312 -0.64 1.41 -1.48
H 5.0123 1.6511 -1.2952 0.05 -0.13 -0.01
H 4.5800 0.1043 -0.4892 0.03 0.05 -0.16
H 4.2528 0.3217 -2.2253 0.10 0.01 0.17
H 0.5248 5.0604 -0.6537 0.07 -0.05 0.01
H 2.0935 5.1143 0.2034 -0.13 0.09 -0.14
H 2.0705 5.1609 -1.5668 -0.10 0.01 0.12
H -1.3361 1.7229 -2.2400 -0.20 -0.02 0.28
H -3.6241 2.5575 -2.5727 0.08 -0.31 0.30
C -0.5687 -4.2724 0.5666 -0.66 -0.30 -0.05
C -0.5636 -2.9371 -0.1592 0.27 0.07 -0.15
N 0.0046 -1.8963 0.6770 2.70 -6.03 4.09
C 1.0061 -2.2506 1.4772 -1.53 0.23 -1.22
N 1.3976 -3.5165 1.7004 0.35 -0.21 0.20
C 0.8038 -4.6659 1.0640 0.30 0.01 -0.22
C 2.5428 -3.5778 2.5785 0.30 -0.75 -0.05
C 2.7632 -2.1287 2.9811 0.41 0.50 0.58
N 1.7934 -1.4127 2.1969 -0.77 0.46 -0.47
H -1.2516 -4.2115 1.4197 0.01 0.01 -0.05
H -0.9447 -5.0490 -0.1036 -0.02 0.00 0.08
H 0.0101 -3.0345 -1.0975 -0.12 0.15 0.19
H -1.5819 -2.6375 -0.4205 0.10 -0.06 -0.04
H 0.7498 -5.4824 1.7930 -0.05 0.09 -0.08
H 1.4331 -5.0114 0.2288 -0.04 0.07 0.15
H 2.3381 -4.2178 3.4455 0.00 0.06 -0.13
H 3.4196 -3.9922 2.0630 -0.14 0.04 0.02
H 2.5793 -1.9850 4.0495 0.10 0.00 -0.02
H 3.7793 -1.7946 2.7553 -0.08 -0.03 0.05
H 1.6572 -0.4099 2.2036 0.07 -0.40 -0.05
```
Forces are in eV/Å.